1.
# C3H8NS

An isolated ion of composition C3H8NS and charge -1 at a distorted geometry (ωB97M-V/def2-TZVPD, OMol25).

```
! wB97M-V def2-TZVPD RIJCOSX def2/J DEFGRID3
* xyz -1 1
C 0.56456 -0.83120 -0.02093
C 1.09662 0.43430 -0.72190
S 0.31540 1.95028 -0.10338
C -0.94260 -0.85218 0.28972
N -1.27339 -2.28007 0.68534
H 1.11767 -0.92720 0.91570
H 0.78530 -1.70459 -0.65214
H 1.09014 0.24794 -1.80772
H 2.16498 0.56261 -0.50827
H -1.40586 -0.51112 -0.63700
H -1.16042 -0.23158 1.14661
H -2.21092 -2.17746 1.05990
H -1.33578 -2.78119 -0.19081
*
```

As for the SMILES: NCCC[S-]. The value obtained for the gap between HOMO and LUMO is 6.28 eV. The value obtained for the energy above the lowest of the compared OMol25 structures with the same formula, charge and spin is 59.3 kJ/mol. The calculation puts the HOMO energy at -2.1 eV.

***

2.
# C24H58F18N2P4

A 6-piece molecular cluster, C24H58F18N2P4 overall at a distorted geometry (ωB97M-V/def2-TZVPD, OMol25).

```
! wB97M-V def2-TZVPD RIJCOSX def2/J DEFGRID3
* xyz 0 1
N -0.49092 -0.39863 1.24117
H -0.66819 0.46054 1.77423
H 0.30035 -0.25956 0.59663
H -1.36368 -0.62899 0.73628
H -0.19264 -1.09141 1.92372
C -0.23002 3.44027 0.65523
C 1.02450 3.57825 -0.15791
C 0.84180 3.48442 -1.68033
C 0.37299 2.08136 -2.09761
P 0.34833 1.89634 -3.89352
C 2.01824 2.07086 -4.55635
C 2.99973 0.97552 -4.08908
C 4.34059 0.97789 -4.83403
C 4.19890 0.58423 -6.28239
C -0.28424 0.23434 -4.22111
C -0.55735 -0.02745 -5.69755
C -0.38614 -1.48582 -6.09001
C -0.87259 -1.77891 -7.50370
C -0.63803 3.21918 -4.59753
C -2.03295 3.29918 -3.99587
C -2.89563 4.35948 -4.70982
C -4.12023 4.73407 -3.88912
H 0.02036 3.51182 1.71282
H -0.68287 2.46022 0.50918
H -1.00183 4.18238 0.44104
H 1.74290 2.80367 0.14115
H 1.53946 4.51675 0.07516
H 1.78694 3.73977 -2.16170
H 0.06338 4.20693 -1.95402
H -0.67143 1.88984 -1.84247
H 1.04908 1.33611 -1.66876
H 2.40953 3.05674 -4.29478
H 1.92569 1.97985 -5.64329
H 2.50798 0.00902 -4.24663
H 3.16643 1.05594 -3.01345
H 4.98552 0.29284 -4.28457
H 4.76618 1.98094 -4.71391
H 5.13263 0.60925 -6.84714
H 3.51501 1.24444 -6.82151
H 3.81697 -0.43742 -6.36120
H -1.21162 0.23473 -3.63744
H 0.43064 -0.44161 -3.74962
H 0.05951 0.60851 -6.35971
H -1.56182 0.30693 -5.98550
H -1.00162 -2.06603 -5.39119
H 0.64439 -1.81340 -5.94062
H -1.90235 -1.44696 -7.63799
H -0.84151 -2.85175 -7.69639
H -0.24135 -1.29696 -8.25424
H -0.75560 2.95740 -5.65837
H -0.08215 4.15195 -4.50406
H -1.97637 3.55670 -2.93214
H -2.52543 2.32230 -4.02114
H -3.20367 3.98415 -5.69038
H -2.24795 5.23075 -4.86587
H -4.76054 5.45996 -4.39089
H -3.83734 5.15932 -2.92211
H -4.73716 3.85878 -3.66866
C 0.94619 -3.17727 3.74062
C 1.04553 -3.75670 5.12592
C -0.27790 -3.60162 5.89276
N -0.19378 -3.81650 7.40065
C 0.50059 -5.10051 7.60196
C -1.58979 -3.85444 7.98078
C -1.96870 -2.38231 8.25458
C -0.63494 -1.61224 8.23677
C 0.44070 -2.68863 8.12140
H 1.17835 -2.11636 3.78899
H 0.00097 -3.26726 3.19840
H 1.65497 -3.67443 3.08071
H 1.90475 -3.37004 5.67704
H 1.23378 -4.83622 5.07181
H -0.94484 -4.38633 5.54479
H -0.69525 -2.60959 5.71981
H 1.55286 -4.97800 7.36829
H -0.00580 -5.87095 7.03574
H 0.47958 -5.32217 8.67273
H -1.50999 -4.42316 8.90355
H -2.22062 -4.33280 7.24099
H -2.50362 -2.35393 9.19983
H -2.61405 -2.04019 7.45054
H -0.43847 -1.03234 9.13531
H -0.63604 -0.94764 7.39438
H 0.69997 -3.07750 9.11159
H 1.37784 -2.37049 7.67171
P -3.37539 0.24216 -0.89596
F -3.92856 -1.04950 -1.68721
F -4.84563 0.53140 -0.28700
F -3.06524 -0.71218 0.44741
F -2.78014 1.51308 -0.08912
F -1.85061 -0.08018 -1.36852
F -3.66073 1.16127 -2.16617
P 2.35201 -1.70101 -0.43176
F 1.93737 -0.14461 0.00117
F 2.45877 -1.20924 -1.95367
F 3.88237 -1.35429 -0.14948
F 2.73599 -3.19095 -0.81527
F 2.14950 -2.10837 1.15065
F 0.77244 -2.03834 -0.66267
P 0.35481 0.75006 4.44033
F -0.63109 1.23940 5.61837
F 1.40365 1.88812 4.83259
F 1.04419 -0.32483 5.45971
F 1.34670 0.30410 3.23421
F -0.67342 -0.47520 4.00101
F -0.44211 1.67980 3.34879
*
```

The value obtained for the gap between HOMO and LUMO is 10.73 eV. The calculation puts the HOMO energy at -11.0 eV.

***

3.
# C5H4O

C5H4O as an isolated structure at a distorted geometry (ωB97M-V/def2-TZVPD, OMol25).

```
! wB97M-V def2-TZVPD RIJCOSX def2/J DEFGRID3
* xyz 0 1
C 1.53367 -0.70730 0.14586
C 1.25671 0.65327 -0.18363
C -0.24657 1.03151 -0.12774
C -1.26748 0.09036 -0.08744
C -2.06018 -0.83626 -0.11546
H 2.47166 -1.15458 0.27879
H 0.54881 -1.29347 0.01393
H 1.89606 1.51122 -0.37807
H -3.28620 -1.35279 0.29348
O -0.84647 2.05804 0.16028
*
```

The value obtained for the gap between HOMO and LUMO is 9.33 eV. The value obtained for the energy above the lowest of the compared OMol25 structures with the same formula, charge and spin is 404.6 kJ/mol. The calculation puts the HOMO energy at -9.7 eV.

***

4.
# C72H189N9O27

A 18-piece molecular cluster, C72H189N9O27 overall at a distorted geometry (ωB97M-V/def2-TZVPD, OMol25).

```
! wB97M-V def2-TZVPD RIJCOSX def2/J DEFGRID3
* xyz 0 1
C -19.74008 32.00398 32.16476
O -19.31054 32.79209 33.27207
C -18.01990 33.34989 33.17503
C -17.84683 34.34109 34.30612
N -16.47146 34.75173 34.53681
C -15.75925 35.07316 33.29542
C -14.61603 36.06619 33.58112
O -15.01242 37.12362 34.44262
C -15.82937 38.09653 33.83288
H -19.93426 32.68111 31.32853
H -20.60850 31.46039 32.52195
H -18.90506 31.32330 31.96594
H -17.85516 33.81530 32.19649
H -17.30829 32.52424 33.33298
H -18.21453 33.80412 35.19290
H -18.57585 35.16567 34.25553
H -16.42408 35.62885 35.04864
H -16.40298 35.52955 32.52984
H -15.20498 34.21081 32.90347
H -14.18405 36.43595 32.64079
H -13.79985 35.56474 34.10652
H -16.57635 37.65293 33.16314
H -15.19418 38.78348 33.27083
H -16.44504 38.61864 34.56327
C -21.76500 26.78961 36.40323
O -22.69323 27.57759 35.66047
C -23.48134 28.34404 36.52479
C -24.34610 29.31382 35.70365
N -24.98061 28.71770 34.53588
C -26.23611 27.94600 34.75720
C -27.30466 28.75405 35.45496
O -27.17660 29.13555 36.79607
C -27.20217 28.14493 37.78772
H -21.22520 26.19090 35.66877
H -22.24167 26.11368 37.11636
H -21.05273 27.46389 36.88635
H -23.00174 28.91872 37.32985
H -24.20679 27.72024 37.08336
H -23.59559 29.96396 35.22948
H -25.03667 29.94012 36.25459
H -24.37531 28.14019 33.97128
H -25.92387 27.05137 35.31585
H -26.58579 27.68513 33.75877
H -28.27139 28.21681 35.39996
H -27.55956 29.61161 34.82516
H -27.11342 28.68488 38.73216
H -26.24225 27.60598 37.75667
H -28.04216 27.44897 37.82062
C -29.59126 31.42247 32.20151
O -30.74491 31.94209 32.81451
C -31.90058 31.19172 32.61188
C -31.93075 29.82829 33.28650
N -31.84194 29.85709 34.74901
C -31.97623 28.51255 35.27751
C -31.96715 28.45233 36.81063
O -30.71841 28.74333 37.39195
C -30.50986 30.08927 37.71243
H -29.82439 31.02924 31.20644
H -29.28687 30.53116 32.78258
H -28.72644 32.06551 32.32086
H -32.02973 31.02062 31.53680
H -32.74753 31.71177 33.06289
H -31.10464 29.21111 32.88549
H -32.88472 29.34587 33.06040
H -30.94987 30.26425 35.00809
H -31.22863 27.80406 34.89259
H -32.96798 28.12661 35.01760
H -32.23015 27.41742 37.05460
H -32.78026 29.04992 37.24129
H -29.44926 30.30768 37.87482
H -31.02635 30.35867 38.63836
H -30.73722 30.78686 36.90428
C -17.53421 34.34652 24.96837
O -17.34466 35.22806 26.07911
C -17.81225 36.51011 25.73855
C -17.57169 37.37526 26.99397
N -17.51342 38.78503 26.69084
C -18.82031 39.40409 26.41267
C -18.81323 40.90153 26.63782
O -19.88215 41.26845 27.47073
C -19.75355 42.50385 28.13917
H -18.45902 34.50088 24.41785
H -17.59259 33.31548 25.33372
H -16.62035 34.40846 24.37096
H -18.90509 36.53149 25.64007
H -17.36821 37.00190 24.87002
H -16.67096 37.00594 27.48604
H -18.37493 37.13098 27.71341
H -16.98156 39.31788 27.36319
H -19.60349 38.92861 27.01398
H -18.96014 39.16764 25.35601
H -18.95255 41.40457 25.66707
H -17.84209 41.29706 26.96738
H -18.74702 42.66803 28.53424
H -20.52950 42.53233 28.89596
H -19.93866 43.30037 27.40397
C -25.03846 30.13272 27.26363
O -25.41929 31.33321 26.65881
C -24.49061 32.41494 26.78066
C -23.16964 32.15496 26.06907
N -23.23875 32.56523 24.65081
C -21.93988 32.56287 23.97067
C -22.16219 32.34952 22.46852
O -20.87409 32.40924 21.88873
C -20.73358 31.54885 20.75268
H -25.74471 29.32701 27.06231
H -25.13318 30.20799 28.35328
H -24.04422 29.84143 26.92175
H -24.38846 32.55661 27.86448
H -24.98949 33.24494 26.28450
H -22.94919 31.08138 26.00190
H -22.41617 32.74822 26.59109
H -23.83193 31.87321 24.19678
H -21.24349 31.77750 24.29316
H -21.57111 33.58066 24.11462
H -22.81301 33.14214 22.08761
H -22.63614 31.36571 22.36048
H -20.25771 30.63809 21.12790
H -20.05933 31.99328 20.02642
H -21.72228 31.33377 20.35486
C -14.16427 26.14806 22.40114
O -15.00433 26.08669 23.51734
C -14.65227 26.96068 24.56066
C -15.47535 26.59363 25.79491
N -15.51822 27.74515 26.71955
C -16.43133 27.44040 27.84388
C -16.43395 28.59297 28.82189
O -15.20129 28.53993 29.52911
C -15.02215 29.45951 30.57475
H -13.82152 27.15283 22.12791
H -14.78259 25.81651 21.56620
H -13.27836 25.51028 22.46785
H -14.78644 28.01687 24.30348
H -13.59587 26.79639 24.82710
H -15.04415 25.72964 26.31025
H -16.47886 26.41877 25.39682
H -14.61066 27.75500 27.18586
H -15.98888 26.59188 28.38183
H -17.46490 27.25175 27.55700
H -17.27490 28.51587 29.52876
H -16.50787 29.58360 28.34917
H -15.11439 30.50901 30.30301
H -14.10866 29.24222 31.12671
H -15.75638 29.15907 31.34140
C -27.92975 36.10560 27.28590
O -28.61376 35.63187 28.41042
C -28.34769 34.28314 28.65170
C -29.01751 33.72827 29.90144
N -28.99903 34.70584 30.98733
C -30.32926 34.95405 31.55739
C -30.27670 35.92337 32.74944
O -30.23939 37.25680 32.31775
C -30.56708 38.13444 33.36127
H -26.95686 35.65024 27.07614
H -27.82454 37.18396 27.41739
H -28.47197 36.00852 26.33265
H -27.26434 34.06059 28.67337
H -28.58549 33.60537 27.81109
H -28.53014 32.78344 30.12894
H -30.05812 33.50545 29.62542
H -28.75995 35.61408 30.60048
H -30.81822 34.04401 31.89196
H -30.95653 35.50718 30.83868
H -29.47210 35.60932 33.42490
H -31.23806 35.69394 33.24141
H -31.65022 38.26235 33.49249
H -30.17893 39.14421 33.23326
H -30.17627 37.74134 34.30704
C -26.54381 32.36830 34.42832
O -27.78053 32.26648 35.07459
C -28.55423 33.43585 34.91008
C -29.73552 33.29825 35.85772
N -29.67868 34.19555 37.01441
C -30.17770 35.53376 36.63950
C -30.80194 36.30206 37.78614
O -31.98970 35.74532 38.29631
C -32.50449 36.55558 39.32364
H -25.95071 31.44956 34.51939
H -25.79977 33.05077 34.85851
H -26.78902 32.53836 33.37812
H -28.86779 33.61466 33.87169
H -27.93362 34.32529 35.10068
H -29.66131 32.28325 36.25191
H -30.67671 33.30898 35.29211
H -30.37386 33.86223 37.68032
H -30.74533 35.57403 35.70403
H -29.30081 36.18735 36.48969
H -30.99991 37.29285 37.34327
H -30.02752 36.43240 38.55364
H -33.28281 35.99577 39.83990
H -32.99435 37.45541 38.92272
H -31.75052 36.91113 40.03288
C -19.36989 30.65432 27.38184
O -20.05313 30.68488 28.61448
C -21.10356 29.72746 28.74258
C -21.90505 30.30558 29.90823
N -23.15860 29.70295 30.36623
C -23.51920 30.30786 31.65321
C -23.79721 31.79958 31.73290
O -24.90525 32.27146 30.99550
C -25.96381 31.36626 30.88733
H -18.80495 29.75039 27.11879
H -18.58106 31.40857 27.42814
H -20.03756 30.90957 26.55340
H -20.74016 28.74581 29.07901
H -21.72851 29.64982 27.84546
H -22.18950 31.32703 29.61121
H -21.22449 30.37891 30.75369
H -23.98545 29.67637 29.78336
H -22.77166 29.95944 32.37262
H -24.42333 29.84077 32.06201
H -22.93512 32.44057 31.57034
H -24.10557 31.93114 32.78373
H -26.36569 31.14325 31.87908
H -25.68745 30.42364 30.40520
H -26.71910 31.79431 30.23327
C -17.22505 33.48928 29.80201
C -16.53793 34.71846 29.19120
O -16.23415 35.53691 30.32921
H -16.59119 32.92028 30.48272
H -17.62074 32.79423 29.04350
H -18.18776 33.76305 30.24220
H -17.28665 35.14113 28.52933
H -15.69561 34.42729 28.55742
H -15.55717 35.07548 30.83297
C -19.16663 29.33684 22.78749
C -17.93431 28.80950 23.51964
O -17.06006 29.88590 23.83536
H -19.36481 30.34763 23.16105
H -20.02821 28.67920 22.80653
H -18.89079 29.53844 21.74648
H -17.44927 28.10145 22.83876
H -18.27712 28.37207 24.45788
H -16.26278 29.49121 24.20800
C -28.48016 28.45999 29.68014
C -27.44192 27.54777 30.28885
O -26.18796 27.81804 29.64028
H -29.37933 28.48887 30.30646
H -28.86825 28.05218 28.74541
H -28.12370 29.47944 29.53464
H -27.71821 26.52390 30.01624
H -27.27928 27.68445 31.36010
H -25.47660 27.31642 30.06069
C -22.80556 24.60451 31.12062
C -22.73657 26.08802 31.38101
O -23.52876 26.80215 30.38634
H -22.32559 24.10412 31.96348
H -22.43090 24.24002 30.17027
H -23.86002 24.32093 31.18571
H -21.73245 26.49928 31.45510
H -23.35690 26.30449 32.25672
H -23.46608 27.78302 30.49188
C -23.46912 32.51933 36.52378
C -22.07344 33.00828 36.16415
O -21.49814 32.22066 35.11685
H -23.34681 31.60832 37.11030
H -23.97476 32.18807 35.61576
H -24.01596 33.29704 37.04706
H -21.40763 32.81624 37.02041
H -22.03857 34.08895 35.98592
H -20.58181 32.50848 34.99008
C -19.16276 27.75546 32.30328
C -20.13998 28.50609 33.16645
O -19.35745 29.49349 33.86873
H -18.73452 28.39099 31.52877
H -19.62855 26.92373 31.76106
H -18.39350 27.26100 32.89700
H -20.70445 27.88929 33.86808
H -20.87796 29.07844 32.58794
H -19.96362 30.13952 34.25405
C -14.19919 31.32558 25.43215
C -14.64919 32.04631 26.69777
O -14.35122 31.18788 27.80640
H -13.13166 31.10902 25.55399
H -14.34182 31.89436 24.51624
H -14.65716 30.33434 25.46531
H -15.74654 32.10913 26.71607
H -14.20989 33.03131 26.82866
H -14.51267 30.25693 27.62434
C -20.51744 25.14672 26.59702
C -21.78085 25.54764 27.30600
O -21.42204 25.92163 28.63288
H -19.77000 25.92962 26.57800
H -20.76598 24.91578 25.55479
H -20.15984 24.20887 27.02224
H -22.46893 24.70005 27.40698
H -22.32884 26.34560 26.79184
H -22.23019 26.21768 29.08238
C -23.55751 35.13963 32.76053
C -24.52733 36.25563 32.45433
O -23.85862 37.52571 32.56429
H -24.12029 34.20734 32.70875
H -23.15032 35.25604 33.76864
H -22.70591 35.03377 32.08794
H -25.42877 36.09560 33.05287
H -24.76235 36.24880 31.38210
H -24.35419 38.19170 32.08449
*
```

The value obtained for the gap between HOMO and LUMO is 9.00 eV. The value obtained for the energy above the lowest of the compared OMol25 structures with the same formula, charge and spin is 240.3 kJ/mol. The calculation puts the HOMO energy at -8.5 eV.